Record 1
This record from the OMol25 dataset describes 8 unconnected molecules or ions with the total composition C6H29O8 in a non-equilibrium geometry. The level of theory is ωB97M-V with the def2-TZVPD basis set.

Summary:
spin multiplicity	1
frontier orbital gap	8.0	eV
relative energy (zero: lowest compared OMol25 entry of this formula, charge and spin)	330.1	kJ/mol
largest force on an atom	0.04709	hartree/bohr
HOMO level	-12.0127	eV
charge	+1

Last column: natural (NBO) charge in e.
Element x y z (Å)
O1 13.9407 17.9069 -9.4976  -0.752
H1 13.4764 17.8039 -8.6636  0.583
H2 13.8219 18.7772 -9.8848  0.583
H3 13.7477 17.2108 -10.1299  0.583
O2 16.0104 17.4133 -14.6144  -0.949
H4 16.3499 16.8113 -15.2767  0.478
H5 16.2984 17.0405 -13.7811  0.471
O3 13.7348 20.2254 -12.5954  -0.972
H6 13.2345 20.9217 -13.0209  0.486
H7 14.3758 19.9543 -13.2525  0.486
O4 11.9667 15.8948 -12.0962  -0.968
H8 12.1460 16.3645 -12.9107  0.481
H9 11.5299 15.0898 -12.3746  0.488
O5 12.1410 16.1299 -6.4537  -0.966
H10 11.7240 15.2689 -6.4871  0.484
H11 11.8979 16.4812 -5.5970  0.483
O6 13.8697 21.9162 -7.5264  -0.949
H12 14.5029 21.7842 -6.8208  0.473
H13 14.2549 22.6044 -8.0689  0.476
C1 20.9985 16.9914 -11.0581  -0.659
C2 19.9443 16.5769 -12.0358  0.079
C3 20.1997 15.2886 -12.7272  -0.625
O7 18.6492 16.6083 -11.4330  -0.737
H14 21.9354 16.7159 -11.5422  0.229
H15 21.0106 16.3439 -10.1814  0.218
H16 21.0718 18.0156 -10.6923  0.221
H17 19.7795 17.2784 -12.8535  0.162
H18 19.7052 15.0821 -13.6764  0.221
H19 20.0965 14.4685 -12.0167  0.214
H20 21.2657 15.2736 -12.9541  0.218
H21 18.7631 17.3034 -10.7808  0.459
C4 16.9727 16.4180 -3.0940  -0.636
C5 17.8116 15.6556 -4.1450  0.085
C6 17.6321 16.0367 -5.5809  -0.618
O8 19.1864 15.9157 -3.9450  -0.705
H22 15.8992 16.2707 -3.2129  0.206
H23 17.1010 17.4955 -3.1970  0.191
H24 17.1261 16.1215 -2.0564  0.230
H25 17.4427 14.6358 -4.0351  0.181
H26 16.5878 16.0412 -5.8930  0.185
H27 18.1342 15.2756 -6.1782  0.224
H28 17.9614 17.0375 -5.8603  0.196
H29 19.2598 16.8654 -3.8258  0.462

***

Record 2
This record from the OMol25 dataset describes 2 unconnected molecules or ions with the total composition C2H5FO in a non-equilibrium geometry. The level of theory is ωB97M-V with the def2-TZVPD basis set.

Summary:
spin multiplicity	1
frontier orbital gap	9.1	eV
relative energy (zero: lowest compared OMol25 entry of this formula, charge and spin)	358.6	kJ/mol
largest force on an atom	0.09605	hartree/bohr
HOMO level	-8.3747	eV
charge	0

Last column: natural (NBO) charge in e.
Element x y z (Å)
C1 0.9308 -0.8912 -1.9190  0.057
C2 -0.2530 0.6760 1.0918  -0.128
O1 -0.1769 -0.2453 -2.2887  -0.667
F1 -1.1588 0.6618 0.1394  -0.380
H1 1.2866 -1.7353 -2.6723  0.081
H2 0.5113 1.3169 0.7622  0.173
H3 0.1981 -0.3916 1.0257  0.172
H4 -0.8792 0.8552 1.9708  0.175
H5 -0.5755 0.2558 -1.5545  0.516

***

Record 3
This record from the OMol25 dataset describes 2 unconnected molecules or ions with the total composition C3H4N2 in a non-equilibrium geometry. The level of theory is ωB97M-V with the def2-TZVPD basis set.

Summary:
spin multiplicity	1
SMILES	CC#N.C#N
frontier orbital gap	12.0	eV
relative energy (zero: lowest compared OMol25 entry of this formula, charge and spin)	188.0	kJ/mol
largest force on an atom	0.07712	hartree/bohr
HOMO level	-10.9819	eV
charge	0

Last column: natural (NBO) charge in e.
Element x y z (Å)
C1 -2.6064 0.2493 0.1669  0.082
C2 0.8998 0.6716 0.3768  0.308
C3 1.3629 -0.3970 -0.5045  -0.719
N1 -1.5730 -0.1012 0.4089  -0.295
N2 0.8492 1.4395 1.2513  -0.344
H1 -3.5803 0.2637 0.4573  0.219
H2 0.6493 -1.0310 -1.0941  0.256
H3 1.8685 -1.0974 0.0742  0.248
H4 2.1300 0.0025 -1.1367  0.246